8
Properties=species:S:1:pos:R:3 method="wB97M-V/def2-TZVPD" gap_ev="5.78 / 8.16" e_homo_ev="-10.572 / -13.058" total_charge=+1 spin_multiplicity=2 lumo_ev="-4.8 / -4.9"
O 1.056 0.892 0.026
C 0.165 0.914 -0.885
O 0.390 1.465 -1.978
Li 1.544 0.088 -2.745
La 0.408 -0.156 2.235
O -0.387 -1.096 -2.000
O -0.771 -0.962 0.214
C -0.592 -0.477 -0.944

---

76
Properties=species:S:1:pos:R:3 method="wB97M-V/def2-TZVPD" gap_ev="6.00 / 5.21" e_homo_ev="-13.221 / -12.814" total_charge=+2 spin_multiplicity=2 lumo_ev="-7.2 / -7.6"
Tc 0.396 0.047 0.077
N -3.886 0.601 -0.086
C -2.646 0.104 -0.086
S -1.400 1.030 -0.956
N -2.392 -1.021 0.509
N -1.084 -1.392 0.348
C -0.798 -2.653 0.308
C -1.732 -3.760 0.593
C -2.935 -3.893 -0.095
C -3.767 -4.967 0.176
C -3.416 -5.898 1.143
C -2.222 -5.764 1.838
C -1.376 -4.703 1.558
C 0.516 -2.894 -0.283
C 1.030 -4.150 -0.571
C 2.189 -4.252 -1.321
C 2.793 -3.099 -1.797
C 2.246 -1.876 -1.464
N 1.147 -1.764 -0.707
H -4.101 1.454 -0.569
H -4.631 0.074 0.341
H -3.211 -3.169 -0.848
H -4.695 -5.077 -0.369
H -4.073 -6.731 1.354
H -1.948 -6.488 2.594
H -0.445 -4.597 2.103
H 0.502 -5.031 -0.237
H 2.600 -5.225 -1.553
H 3.675 -3.136 -2.419
H 2.685 -0.955 -1.814
S 2.088 -0.440 1.638
C 3.741 -0.330 1.111
C 4.720 -0.750 2.026
C 6.057 -0.710 1.684
C 6.441 -0.237 0.433
C 5.482 0.200 -0.473
C 4.140 0.150 -0.142
H 4.413 -1.116 2.997
H 6.805 -1.043 2.390
H 7.488 -0.205 0.167
H 5.787 0.582 -1.438
H 3.392 0.520 -0.825
C 0.015 5.380 2.311
C -0.584 4.667 1.106
C 0.452 4.325 0.045
S 1.668 3.112 0.654
O 1.482 1.874 -0.234
C 3.234 3.824 0.096
C 3.531 3.759 -1.398
C 2.767 4.751 -2.265
H -0.765 5.728 2.985
H 0.597 6.251 2.007
H 0.670 4.718 2.883
H -1.333 5.301 0.627
H -1.101 3.757 1.419
H 0.999 5.211 -0.274
H 0.011 3.847 -0.831
H 3.989 3.289 0.674
H 3.206 4.853 0.465
H 3.349 2.745 -1.754
H 4.604 3.933 -1.498
H 1.713 4.489 -2.357
H 3.182 4.767 -3.272
H 2.836 5.766 -1.869
S -0.688 1.110 1.978
C -0.402 0.480 3.571
N 0.708 0.448 4.281
C 0.487 -0.046 5.643
C -1.037 -0.315 5.656
N -1.426 0.055 4.294
H 1.603 0.686 3.889
H 0.772 0.714 6.369
H 1.071 -0.945 5.828
H -1.559 0.297 6.390
H -1.269 -1.362 5.843
H -2.365 0.046 3.931

---

| no. | E_tot (Eh) |
| --- | --- |
| 1 | -416.0879 |
| 2 | -3165.4178 |